# 1
10
Properties=species:S:1:pos:R:3 method="wB97M-V/def2-TZVPD" de_lowest_kcal_mol=73.72 e_tot_ev=-17535.939 orbital_gap_ev="8.62 / 8.62" lumo_ev="-6.13 / -6.13" total_charge=+1
C -0.95 -0.78 -0.61
C 1.12 -0.18 0.84
C 0.81 0.90 -0.12
N 0.00 -0.23 -0.05
O -3.33 -0.64 -0.42
S -2.37 -1.03 -1.43
H 2.03 -0.65 0.64
H 0.79 -0.27 1.98
H 0.34 1.83 0.03
H 1.55 1.05 -0.85

=====

# 2
88
Properties=species:S:1:pos:R:3 method="wB97M-V/def2-TZVPD" de_lowest_kcal_mol=31.96 e_tot_ev=-118199.385 orbital_gap_ev="6.80 / 6.66" lumo_ev="-7.12 / -7.16" total_charge=+2
W -0.27 -0.26 0.22
C -0.72 1.94 0.38
C -1.75 1.26 1.13
C -2.51 0.46 0.19
C -1.89 0.71 -1.11
C -0.92 1.73 -1.02
C -0.58 2.75 -2.10
C -1.32 4.03 -1.66
C 0.91 3.08 -2.23
C -1.14 2.29 -3.45
C -3.89 -0.19 0.12
C -4.67 -0.36 1.43
C -4.76 0.69 -0.80
C -3.75 -1.59 -0.51
C -2.00 1.66 2.59
C -1.93 0.42 3.50
C -0.93 2.65 3.09
C -3.35 2.39 2.72
H -0.14 2.76 0.77
H -2.34 0.37 -2.04
H -0.84 4.49 -0.80
H -2.36 3.83 -1.42
H -1.29 4.75 -2.48
H 1.38 3.19 -1.25
H 1.02 4.02 -2.77
H 1.43 2.32 -2.79
H -2.23 2.29 -3.43
H -0.80 1.29 -3.71
H -0.83 2.97 -4.23
H -5.07 0.59 1.77
H -4.07 -0.81 2.22
H -5.51 -1.01 1.25
H -4.73 1.73 -0.48
H -5.79 0.35 -0.75
H -4.45 0.64 -1.84
H -3.44 -2.31 0.26
H -3.03 -1.61 -1.33
H -4.71 -1.91 -0.90
H -0.93 0.31 3.91
H -2.19 -0.50 2.97
H -2.62 0.53 4.34
H 0.08 2.26 2.99
H -1.11 2.83 4.14
H -1.00 3.61 2.58
H -4.15 1.72 3.01
H -3.62 2.90 1.80
H -3.27 3.14 3.50
C -0.01 -2.36 3.82
C -0.65 -2.77 2.52
C -1.41 -3.92 2.53
C -1.90 -4.45 1.34
C -1.56 -3.84 0.15
C -0.75 -2.69 0.18
N -0.39 -2.11 1.36
N -0.25 -2.03 -0.89
Si 0.10 -3.05 -2.33
C 1.53 -2.41 -3.42
C -1.45 -3.14 -3.44
C 0.69 -4.76 -1.72
H 0.70 -3.15 4.08
H -0.75 -2.33 4.61
H 0.53 -1.42 3.78
H -1.60 -4.42 3.47
H -2.52 -5.33 1.34
H -1.90 -4.22 -0.80
H 1.28 -1.54 -4.03
H 1.74 -3.21 -4.12
H 2.44 -2.22 -2.86
H -1.70 -2.18 -3.89
H -2.34 -3.51 -2.94
H -1.25 -3.81 -4.27
H 1.06 -4.74 -0.69
H 1.50 -5.12 -2.34
H -0.09 -5.51 -1.77
C 3.62 0.53 -3.74
C 3.29 0.42 -2.30
C 4.27 0.61 -1.32
C 3.92 0.56 0.03
C 2.61 0.30 0.32
Br 1.84 0.19 2.07
N 1.63 0.07 -0.58
C 1.98 0.17 -1.88
H 4.66 0.84 -3.87
H 2.98 1.26 -4.23
H 3.48 -0.42 -4.24
H 5.29 0.81 -1.60
H 4.65 0.73 0.81
H 1.18 0.02 -2.58

=====

# 3
21
Properties=species:S:1:pos:R:3 method="wB97M-V/def2-TZVPD" e_tot_ev=-107529.930 orbital_gap_ev=8.59 lumo_ev=0.39 smiles=C[C@@H](Br)C[PH2](Cl)P(C)O total_charge=0
C 1.69 1.41 0.01
C 0.16 1.88 0.36
Br 0.19 3.92 0.33
C -0.98 1.38 -0.71
P -0.88 -0.46 -1.20
Cl -1.38 0.13 -3.22
P -0.58 -1.16 0.84
C 0.99 -2.23 1.02
O -1.91 -2.30 1.18
H 1.80 0.23 -0.16
H 2.12 1.95 -0.96
H 2.40 1.65 0.94
H -0.08 1.61 1.49
H -2.06 1.64 -0.25
H -0.90 2.00 -1.72
H 0.30 -1.13 -1.71
H -2.14 -1.22 -1.21
H 0.94 -2.77 2.08
H 1.00 -3.11 0.23
H 1.99 -1.61 1.00
H -2.66 -1.80 1.66

=====

# 4
11
Properties=species:S:1:pos:R:3 method="wB97M-V/def2-TZVPD" de_lowest_kcal_mol=20.98 e_tot_ev=-16090.081 orbital_gap_ev=10.21 lumo_ev=0.62 smiles="CC(=O)CS" total_charge=0
C -1.25 -0.46 0.56
C -0.32 0.47 -0.14
O -0.95 1.28 -0.81
C 1.14 0.54 0.11
S 1.92 -0.64 -1.11
H -0.66 -1.25 1.16
H -1.79 -0.87 -0.29
H -1.82 0.20 1.23
H 1.54 1.55 -0.26
H 1.41 0.28 1.19
H 0.77 -1.09 -1.64

=====

# 5
12
Properties=species:S:1:pos:R:3 method="wB97M-V/def2-TZVPD" de_lowest_kcal_mol=0.00 e_tot_ev=-43715.823 orbital_gap_ev=10.55 lumo_ev=-4.58 smiles="Cl[C@H]1[NH+]=CNC1(Cl)Cl" total_charge=+1
Cl 2.93 -0.57 0.08
C 1.12 -0.59 -0.41
N 0.29 -0.26 0.74
C -0.49 0.77 0.46
N -0.45 1.14 -0.80
C 0.79 0.44 -1.49
Cl 2.03 1.70 -1.75
Cl 0.61 -0.33 -3.04
H 0.99 -1.67 -0.74
H 0.52 -0.51 1.69
H -1.30 1.26 1.16
H -0.94 1.99 -1.08

=====

# 6
23
Properties=species:S:1:pos:R:3 method="wB97M-V/def2-TZVPD" de_lowest_kcal_mol=0.00 e_tot_ev=-31958.111 orbital_gap_ev=9.36 lumo_ev=-0.37 smiles="C[SiH](C)c1ccccc1C(=O)Cl" total_charge=0
C -2.14 1.45 -1.07
Si -1.62 0.01 0.09
C -2.14 0.53 1.90
C 0.21 -0.34 0.20
C 0.87 -0.68 1.34
C 2.20 -1.02 1.38
C 3.10 -0.87 0.32
C 2.46 -0.56 -0.89
C 1.05 -0.45 -0.97
C 0.42 -0.32 -2.27
O -0.76 -0.28 -2.42
Cl 1.49 0.28 -3.53
H -2.43 1.01 -1.95
H -3.02 2.05 -0.57
H -1.21 2.09 -1.47
H -1.98 -1.33 -0.26
H -1.88 1.55 2.13
H -3.26 0.46 2.19
H -1.60 -0.17 2.59
H 0.22 -0.53 2.23
H 2.76 -1.18 2.29
H 4.13 -0.94 0.49
H 3.11 -0.74 -1.76

=====

# 7
10
Properties=species:S:1:pos:R:3 method="wB97M-V/def2-TZVPD" de_lowest_kcal_mol=59.27 e_tot_ev=-14947.017 orbital_gap_ev=9.67 lumo_ev=0.86 smiles="[H]/N=C/N.S" total_charge=0
H 0.64 0.43 -0.28
N 1.21 0.26 0.67
C 2.26 0.86 1.00
N 3.12 0.12 1.88
H 2.33 2.02 0.94
H 4.14 0.51 1.87
H 2.77 -0.60 2.58
S -5.46 -1.60 -3.13
H -6.05 -0.72 -3.72
H -4.95 -1.30 -1.81

=====

# 8
89
Properties=species:S:1:pos:R:3 method="wB97M-V/def2-TZVPD" de_lowest_kcal_mol=30.11 e_tot_ev=-109722.765 spin_multiplicity=2 orbital_gap_ev="7.01 / 7.00" s_squared=0.7781 lumo_ev="2.27 / 2.27" total_charge=-1
Ir 0.40 -0.75 0.14
N 1.23 1.44 1.45
C 2.38 1.31 2.35
C 3.20 0.06 2.02
C 2.44 -1.17 2.49
O 2.91 -1.87 3.38
O 1.26 -1.33 1.99
H 1.51 1.74 0.53
H 0.54 2.07 1.81
H 1.98 1.20 3.37
H 3.02 2.20 2.35
H 4.17 0.09 2.51
H 3.35 0.00 0.94
Cl 2.65 -7.49 -2.88
C 2.52 -5.88 -2.19
C 1.65 -5.65 -1.15
C 1.55 -4.38 -0.60
Cl 0.50 -4.24 0.78
C 2.32 -3.26 -1.04
O 2.30 -2.05 -0.60
C 3.20 -3.61 -2.11
Cl 4.18 -2.34 -2.79
C 3.31 -4.86 -2.68
H 1.04 -6.45 -0.75
H 4.00 -5.03 -3.49
C -0.33 -1.39 -1.42
H 0.31 -1.52 -2.30
H -1.29 -1.90 -1.53
C 1.80 3.51 -3.16
N 1.56 2.09 -2.99
C 0.16 1.72 -2.92
C 2.47 1.32 -2.28
N 2.10 0.52 -1.35
N 3.79 1.55 -2.64
C 4.82 1.06 -1.74
C 4.16 1.50 -4.04
H 1.26 4.09 -2.39
H 1.44 3.84 -4.14
H 2.86 3.73 -3.08
H -0.34 2.07 -3.82
H -0.34 2.15 -2.04
H 0.07 0.64 -2.85
H 2.81 -0.18 -1.14
H 4.61 1.36 -0.72
H 5.78 1.50 -2.04
H 4.92 -0.03 -1.76
H 3.30 1.74 -4.66
H 4.52 0.51 -4.32
H 4.95 2.23 -4.25
C -3.56 -0.18 -2.04
Si -3.55 -0.77 -0.24
C -5.27 -0.30 0.39
C -3.58 -2.66 -0.22
Si -1.67 0.13 0.90
Si -1.91 -0.59 3.15
C -3.55 -0.12 3.97
C -0.56 0.11 4.25
C -1.78 -2.47 3.31
Si -2.22 2.44 1.07
C -3.95 2.82 1.72
C -1.11 3.47 2.22
C -2.15 3.40 -0.57
H -4.41 -0.61 -2.59
H -2.65 -0.44 -2.57
H -3.66 0.91 -2.08
H -6.00 -0.88 -0.18
H -5.50 0.75 0.24
H -5.41 -0.54 1.45
H -4.29 -3.01 -0.97
H -3.91 -3.02 0.75
H -2.61 -3.12 -0.42
H -3.66 0.96 4.09
H -3.57 -0.57 4.96
H -4.42 -0.48 3.41
H -0.55 1.20 4.28
H 0.41 -0.24 3.88
H -0.68 -0.25 5.28
H -2.37 -3.01 2.57
H -2.12 -2.77 4.30
H -0.74 -2.77 3.20
H -4.11 2.52 2.76
H -4.75 2.37 1.13
H -4.07 3.91 1.67
H -0.84 2.96 3.14
H -1.65 4.38 2.50
H -0.19 3.79 1.73
H -2.61 2.86 -1.40
H -1.12 3.63 -0.85
H -2.67 4.35 -0.45

=====

# 9
80
Properties=species:S:1:pos:R:3 method="wB97M-V/def2-TZVPD" de_lowest_kcal_mol=0.00 e_tot_ev=-157885.814 spin_multiplicity=4 orbital_gap_ev="6.75 / 6.91" s_squared=3.8260 lumo_ev="-0.74 / -1.00" total_charge=0
Cr 0.10 -0.13 -0.61
C -0.96 -1.32 1.95
N -1.28 -1.28 0.51
C -1.15 -2.63 -0.07
C 0.34 -3.01 -0.15
N 1.11 -1.78 -0.13
C 2.47 -1.79 0.07
C 3.08 -0.58 0.41
F 2.28 0.52 0.50
C 4.42 -0.42 0.63
F 4.92 0.77 0.95
C 5.26 -1.52 0.54
F 6.57 -1.40 0.76
C 4.71 -2.74 0.20
F 5.50 -3.81 0.09
C 3.35 -2.86 -0.04
F 2.90 -4.08 -0.41
C -2.56 -0.61 0.27
C -2.41 0.86 0.60
N -1.13 1.33 0.04
C -0.86 2.69 0.18
C 0.20 3.26 -0.53
F 0.96 2.47 -1.32
C 0.54 4.59 -0.49
F 1.57 5.04 -1.20
C -0.20 5.47 0.28
F 0.11 6.77 0.34
C -1.26 4.96 0.99
F -2.00 5.77 1.75
C -1.58 3.61 0.94
F -2.64 3.24 1.68
H -1.75 -1.85 2.49
H -0.88 -0.30 2.34
H -0.01 -1.82 2.10
H -1.59 -2.59 -1.07
H -1.72 -3.36 0.52
H 0.48 -3.60 -1.07
H 0.62 -3.66 0.68
H -3.37 -1.07 0.86
H -2.78 -0.74 -0.79
H -2.46 1.00 1.68
H -3.26 1.39 0.17
O 2.28 -0.37 -2.62
N 1.17 -0.13 -2.22
C -0.04 -0.72 -2.63
Ge -1.12 0.31 -3.96
C -2.52 1.38 -3.17
C -3.76 0.81 -2.85
C -4.78 1.57 -2.30
C -4.58 2.92 -2.04
C -3.35 3.50 -2.32
C -2.33 2.74 -2.88
C -1.90 -1.08 -5.08
C -3.20 -0.97 -5.58
C -3.73 -1.97 -6.39
C -2.97 -3.09 -6.70
C -1.67 -3.20 -6.22
C -1.14 -2.20 -5.42
C 0.11 1.37 -4.99
C -0.25 2.61 -5.53
C 0.63 3.32 -6.33
C 1.89 2.81 -6.59
C 2.26 1.58 -6.08
C 1.38 0.86 -5.28
H 0.10 -1.75 -2.96
H -3.94 -0.24 -3.06
H -5.74 1.12 -2.07
H -5.37 3.52 -1.60
H -3.18 4.55 -2.11
H -1.38 3.21 -3.09
H -3.80 -0.10 -5.37
H -4.74 -1.87 -6.78
H -3.39 -3.88 -7.32
H -1.07 -4.06 -6.48
H -0.12 -2.30 -5.07
H -1.24 3.01 -5.35
H 0.34 4.28 -6.74
H 2.59 3.37 -7.21
H 3.24 1.17 -6.29
H 1.69 -0.10 -4.89